1.
A 9-piece molecular cluster, C38H77F15N5O13 overall in a non-equilibrium geometry. Source: the OMol25 dataset; level of theory: wB97M-V/def2-TZVPD.

Output
E_HOMO, eV: -4.94
LUMO, eV: 2.2
Kohn-Sham gap, Ha: 0.2615

ORCA input file:
```
! wB97M-V def2-TZVPD RIJCOSX def2/J DEFGRID3
* xyz -1 1
C -1.28 3.16 -3.99
C -2.04 1.85 -4.39
C -1.90 1.50 -5.87
O -2.33 0.17 -6.11
C -2.55 -0.22 -7.45
N -1.54 0.69 -3.64
H -0.92 0.10 -4.11
H -1.16 0.96 -2.71
H -2.66 -0.33 -2.70
H -0.28 3.22 -4.50
H -1.03 3.19 -2.90
H -1.81 4.11 -4.27
H -3.10 1.93 -4.06
H -0.80 1.56 -6.05
H -2.38 2.29 -6.45
H -2.90 -1.22 -7.47
H -1.56 -0.14 -8.00
H -3.31 0.33 -8.01
C -2.02 -0.67 2.69
C -1.18 0.33 1.84
C 0.33 0.39 2.33
O 0.85 1.77 2.49
C 0.69 2.41 1.19
N -1.18 0.18 0.39
H -1.97 -0.33 0.08
H -1.68 1.73 -0.33
H -0.37 -0.19 -0.07
H -1.87 -0.53 3.78
H -1.92 -1.75 2.45
H -3.06 -0.39 2.54
H -1.62 1.31 2.10
H 0.97 -0.10 1.49
H 0.52 -0.21 3.30
H 1.23 1.89 0.37
H 1.00 3.46 1.39
H -0.32 2.40 0.83
C 3.59 -3.75 0.89
C 2.53 -4.61 0.15
C 2.37 -5.97 0.85
O 1.10 -6.43 0.24
C 0.73 -7.71 0.76
N 1.25 -3.83 0.15
H 0.53 -3.75 1.61
H 1.35 -2.90 -0.28
H 0.66 -4.39 -0.49
H 4.53 -4.29 0.92
H 3.29 -3.52 1.95
H 3.69 -2.86 0.22
H 2.87 -4.76 -0.93
H 2.21 -5.99 1.95
H 3.19 -6.71 0.67
H -0.22 -7.97 0.35
H 0.55 -7.72 1.85
H 1.45 -8.47 0.44
C 5.35 0.69 2.03
C 4.44 1.79 1.49
N 4.57 2.00 0.04
C 5.67 1.59 -0.74
C 5.40 2.06 -1.98
N 4.15 2.64 -1.95
C 3.71 2.61 -0.71
C 3.46 3.03 -3.17
H 4.90 -0.25 1.70
H 5.49 0.83 3.08
H 6.27 0.74 1.57
H 4.55 2.65 2.06
H 3.46 1.35 1.73
H 6.52 4.47 3.26
H 5.92 1.98 -2.97
H 2.73 2.97 -0.36
H 3.84 3.95 -3.59
H 2.41 3.18 -2.99
H 3.63 2.22 -3.89
C -0.86 -4.56 2.84
O -1.98 -3.91 2.38
O 0.23 -3.69 2.59
C -0.88 -4.70 4.36
F 0.23 -5.14 4.99
F -1.16 -3.47 4.85
F -1.92 -5.49 4.75
C -2.05 -3.98 0.92
C -3.47 -4.07 0.50
H -4.05 -4.92 0.91
H -3.95 -3.17 0.85
H -3.63 -4.08 -0.62
H -1.58 -4.94 0.59
H -1.49 -3.13 0.49
H -0.76 -5.58 2.41
C -2.64 3.51 0.21
O -3.32 3.16 1.43
O -2.31 2.47 -0.65
C -3.50 4.52 -0.53
F -4.01 5.37 0.36
F -2.75 5.30 -1.39
F -4.44 3.89 -1.20
C -2.88 3.87 2.53
C -3.08 3.12 3.86
H -2.51 3.81 4.55
H -4.07 2.91 4.13
H -2.45 2.23 3.75
H -3.35 4.86 2.57
H -1.82 3.97 2.55
H -1.74 4.07 0.52
C -4.51 -0.69 -2.25
O -5.32 -0.87 -1.17
O -3.16 -0.65 -1.94
C -4.74 -1.90 -3.18
F -3.92 -1.66 -4.30
F -4.24 -3.12 -2.63
F -6.04 -2.17 -3.45
C -5.51 0.35 -0.39
C -6.41 0.00 0.85
H -6.81 0.91 1.34
H -7.28 -0.57 0.46
H -5.89 -0.56 1.61
H -6.16 0.96 -1.05
H -4.57 0.82 -0.07
H -4.80 0.18 -2.76
C 1.25 -0.74 -2.08
O 0.67 -1.24 -3.31
O 0.79 -1.21 -0.96
C 2.86 -0.86 -2.32
F 3.50 -2.11 -2.51
F 3.30 -0.15 -3.41
F 3.39 -0.33 -1.22
C 0.37 -2.71 -3.34
C 0.01 -2.97 -4.81
H 0.64 -2.47 -5.56
H -0.11 -3.98 -5.13
H -1.01 -2.54 -4.82
H -0.47 -2.91 -2.70
H 1.29 -3.35 -3.12
H 1.01 0.36 -2.18
C 4.82 4.90 4.17
O 3.59 4.34 4.44
O 5.71 4.06 3.47
C 4.50 6.23 3.42
F 3.72 6.93 4.19
F 5.68 6.94 3.12
F 3.92 6.03 2.23
C 3.65 3.16 5.24
C 2.24 2.73 5.61
H 2.32 1.71 6.01
H 1.70 3.45 6.25
H 1.67 2.71 4.69
H 4.22 3.41 6.17
H 4.15 2.34 4.76
H 5.26 5.27 5.03
*
```


2.
A 5-piece molecular cluster, C38H77FN2O7PS overall in a non-equilibrium geometry. Source: the OMol25 dataset; level of theory: wB97M-V/def2-TZVPD.

Output
E_HOMO, eV: -4.57
LUMO, eV: 2.1
Kohn-Sham gap, Ha: 0.2470

ORCA input file:
```
! wB97M-V def2-TZVPD RIJCOSX def2/J DEFGRID3
* xyz -1 1
C -2.45 -1.72 2.41
C -0.95 -1.30 3.02
C 0.17 -1.39 1.83
P 1.67 -0.19 1.72
C 1.54 0.06 -0.18
C 2.82 0.01 -1.15
C 2.29 0.52 -2.65
O 1.38 -0.43 -3.30
C 0.34 1.19 1.82
C -1.07 1.29 1.16
C -1.61 0.84 -0.27
C -1.29 1.88 -1.54
O -2.36 1.60 -2.54
C -1.72 0.62 -3.47
C 2.95 1.23 1.68
C 3.22 2.36 2.75
S 2.09 3.00 4.04
C 0.82 4.23 3.41
N 0.80 5.10 2.16
N -0.44 5.75 2.26
C -1.20 5.37 3.52
O -0.38 4.40 4.26
C 2.92 -1.57 1.31
C 2.53 -2.95 0.57
C 2.84 -4.38 1.40
C 2.50 -5.88 0.85
C 1.76 -6.11 -0.59
C 1.41 -7.66 -1.02
C 1.45 -4.76 -1.47
C 1.84 -3.26 -0.87
C 1.86 -0.48 3.61
F 1.69 -1.92 4.06
C 3.34 -0.28 4.31
C 3.73 -1.47 5.42
H -3.01 -2.44 3.18
H -2.39 -2.31 1.41
H -3.16 -0.80 2.28
H -0.81 -2.12 3.88
H -1.09 -0.30 3.58
H 0.46 -2.53 1.98
H -0.49 -1.44 0.84
H 0.73 -0.62 -0.70
H 1.13 1.16 -0.40
H 3.33 -1.02 -1.37
H 3.71 0.75 -0.92
H 1.86 1.60 -2.48
H 3.29 0.68 -3.28
H 1.80 -0.61 -4.21
H 0.09 1.40 2.97
H 0.87 2.21 1.49
H -1.93 0.96 1.94
H -1.35 2.46 1.13
H -1.39 -0.22 -0.69
H -2.80 0.88 -0.22
H -1.32 3.00 -1.19
H -0.28 1.59 -2.07
H -2.50 0.09 -4.19
H -0.91 1.15 -4.16
H -1.19 -0.24 -2.86
H 4.03 0.75 1.48
H 2.82 1.89 0.68
H 3.58 3.37 2.20
H 4.24 2.10 3.34
H -2.26 5.74 3.90
H 3.42 -1.97 2.32
H 3.95 -1.24 0.80
H 3.35 -4.31 2.48
H 2.77 -6.84 1.50
H 1.15 -7.80 -2.17
H 2.31 -8.40 -0.78
H 0.49 -8.08 -0.41
H 0.93 -4.85 -2.52
H 1.59 -2.37 -1.57
H 1.12 0.10 4.29
H 4.24 -0.35 3.54
H 3.45 0.69 4.96
H 4.72 -1.08 5.95
H 2.93 -1.58 6.27
H 4.03 -2.49 4.90
C -2.76 7.38 -1.51
C -3.90 7.94 -0.68
C -3.42 9.03 0.26
O -4.50 6.89 0.07
H -2.00 6.92 -0.87
H -3.12 6.59 -2.18
H -2.29 8.16 -2.12
H -4.67 8.35 -1.35
H -2.68 8.63 0.97
H -4.25 9.42 0.86
H -2.96 9.86 -0.29
H -3.83 6.53 0.66
C 0.71 4.31 -7.63
C 0.55 2.83 -7.30
C -0.74 2.27 -7.90
O 0.53 2.66 -5.89
H -0.12 4.90 -7.22
H 1.63 4.70 -7.19
H 0.74 4.47 -8.72
H 1.41 2.27 -7.69
H -1.61 2.78 -7.49
H -0.84 1.21 -7.64
H -0.74 2.37 -8.99
H -0.23 3.16 -5.54
C -6.00 4.72 3.37
C -7.10 4.46 2.36
C -6.59 3.62 1.20
O -7.59 5.71 1.87
H -5.17 5.28 2.92
H -6.37 5.34 4.20
H -5.61 3.79 3.78
H -7.93 3.95 2.85
H -5.79 4.14 0.66
H -7.39 3.45 0.47
H -6.22 2.65 1.54
H -6.86 6.17 1.43
C 2.22 -12.73 0.23
C 2.83 -11.95 -0.92
C 4.16 -12.55 -1.36
O 3.04 -10.59 -0.52
H 2.88 -12.71 1.11
H 1.27 -12.27 0.54
H 2.03 -13.77 -0.05
H 2.14 -11.93 -1.77
H 4.88 -12.53 -0.54
H 4.59 -11.97 -2.18
H 4.03 -13.59 -1.69
H 3.66 -10.60 0.23
*
```


3.
A 13-piece molecular cluster, C38H78F27N6O18P2S5 overall in a non-equilibrium geometry. Source: the OMol25 dataset; level of theory: wB97M-V/def2-TZVPD.

Output
E_HOMO, eV: -6.81
LUMO, eV: 0.2
Kohn-Sham gap, Ha: 0.2559

ORCA input file:
```
! wB97M-V def2-TZVPD RIJCOSX def2/J DEFGRID3
* xyz -1 1
C -4.47 -0.68 -2.43
C -4.42 -1.01 -3.87
O -4.22 -2.05 -4.40
N -4.60 0.21 -4.78
H -4.07 1.00 -4.37
H -4.18 -0.04 -5.67
C -6.05 0.52 -4.98
H -3.66 0.03 -2.28
H -4.34 -1.61 -1.86
H -5.45 -0.36 -2.08
H -6.47 0.85 -4.05
H -6.54 -0.37 -5.37
H -6.10 1.32 -5.72
C -6.27 -1.18 2.47
C -7.34 -1.03 3.49
O -7.41 -0.28 4.40
N -8.34 -2.18 3.50
H -8.21 -2.84 2.72
H -8.12 -2.77 4.31
C -9.73 -1.65 3.40
H -6.70 -1.41 1.49
H -5.72 -2.07 2.78
H -5.59 -0.33 2.42
H -9.97 -1.10 4.30
H -10.40 -2.51 3.34
H -9.78 -1.05 2.50
C -3.01 6.18 -4.26
C -2.24 6.49 -3.01
O -1.44 7.35 -2.87
N -2.65 5.62 -1.88
H -3.68 5.51 -1.74
H -2.41 4.68 -2.30
C -1.96 5.83 -0.56
H -4.06 6.42 -4.05
H -2.98 5.13 -4.52
H -2.66 6.86 -5.04
H -2.38 6.74 -0.15
H -0.88 5.89 -0.67
H -2.18 4.97 0.07
C 2.96 0.51 0.52
C 1.58 0.56 -0.16
C 0.53 0.58 0.92
N -0.87 0.98 0.54
C -0.95 2.29 -0.17
C -1.55 -0.07 -0.28
C -1.81 -1.23 0.64
C -2.06 -0.57 2.02
C -1.71 0.91 1.83
H 2.95 1.28 1.28
H 3.73 0.65 -0.23
H 3.11 -0.47 0.98
H 1.44 -0.32 -0.81
H 1.52 1.40 -0.85
H 0.73 1.19 1.80
H 0.44 -0.43 1.33
H -1.99 2.55 -0.34
H -0.53 2.07 -1.15
H -0.36 3.01 0.38
H -2.50 0.38 -0.58
H -1.00 -0.29 -1.20
H -2.63 -1.85 0.27
H -0.96 -1.91 0.70
H -3.10 -0.65 2.30
H -1.41 -1.02 2.76
H -2.57 1.53 1.57
H -1.22 1.31 2.71
C 6.03 -0.92 -0.77
C 6.57 0.47 -0.49
C 7.68 0.39 0.54
N 7.85 1.65 1.38
C 6.60 1.89 2.21
C 8.29 2.85 0.56
C 9.75 2.56 0.26
C 10.27 1.82 1.50
C 9.02 1.42 2.31
H 5.17 -0.81 -1.45
H 5.60 -1.48 0.06
H 6.76 -1.54 -1.29
H 5.80 1.17 -0.17
H 7.02 0.93 -1.37
H 8.69 0.15 0.20
H 7.53 -0.39 1.29
H 6.94 2.45 3.07
H 6.14 0.94 2.47
H 5.90 2.49 1.63
H 8.19 3.61 1.33
H 7.58 3.07 -0.23
H 10.27 3.50 0.10
H 9.91 1.86 -0.56
H 10.95 2.43 2.09
H 10.85 0.93 1.26
H 8.95 2.16 3.11
H 8.98 0.43 2.74
C 3.22 -5.85 3.16
C 3.20 -4.79 2.03
C 2.89 -5.41 0.68
N 3.33 -4.53 -0.49
C 2.76 -3.14 -0.33
C 2.82 -5.24 -1.78
C 3.89 -6.25 -2.04
C 5.22 -5.60 -1.65
C 4.82 -4.52 -0.64
H 2.36 -5.64 3.81
H 4.09 -5.74 3.81
H 3.02 -6.88 2.87
H 4.21 -4.36 2.02
H 2.49 -4.02 2.31
H 1.81 -5.47 0.58
H 3.35 -6.38 0.53
H 3.45 -2.62 0.33
H 1.86 -3.26 0.26
H 2.52 -2.75 -1.31
H 2.79 -4.43 -2.51
H 1.84 -5.67 -1.62
H 3.97 -6.70 -3.03
H 3.75 -7.17 -1.46
H 5.67 -5.13 -2.52
H 5.92 -6.36 -1.31
H 5.04 -3.53 -1.02
H 5.36 -4.65 0.29
C 5.03 4.97 0.18
F 5.98 4.91 1.11
F 5.05 6.18 -0.38
F 5.35 4.10 -0.81
S 3.34 4.57 0.85
O 3.63 3.34 1.59
O 2.99 5.64 1.76
O 2.47 4.36 -0.30
C -5.68 -4.33 0.46
F -6.69 -3.77 -0.23
F -5.01 -5.12 -0.36
F -4.88 -3.33 0.87
S -6.29 -5.31 1.94
O -6.79 -6.58 1.46
O -5.13 -5.35 2.79
O -7.42 -4.48 2.43
C -5.72 2.50 -0.50
F -4.46 2.26 -0.12
F -6.35 1.32 -0.53
F -6.30 3.27 0.40
S -5.77 3.27 -2.20
O -7.19 3.41 -2.43
O -5.06 4.53 -2.07
O -5.08 2.31 -3.04
C -0.68 -3.20 -2.46
F -1.83 -2.53 -2.38
F 0.14 -2.52 -3.29
F -0.07 -3.24 -1.25
S -1.01 -4.90 -3.12
O -1.56 -4.63 -4.43
O 0.31 -5.51 -3.19
O -1.90 -5.46 -2.14
C -0.22 2.37 -5.00
F 0.03 3.61 -5.39
F -0.26 1.54 -6.04
F 0.79 1.96 -4.21
S -1.82 2.30 -4.05
O -1.89 0.95 -3.51
O -1.69 3.31 -3.00
O -2.82 2.58 -5.06
P -0.57 5.56 2.88
F 0.20 6.13 1.58
F -1.92 6.22 2.30
F -0.72 4.13 2.11
F -1.32 4.90 4.15
F 0.86 5.02 3.49
F -0.29 6.92 3.72
P -3.11 -1.98 5.38
F -3.07 -0.36 5.06
F -4.63 -1.85 5.95
F -3.75 -2.17 3.90
F -3.09 -3.54 5.65
F -1.58 -2.05 4.81
F -2.55 -1.65 6.86
*
```